No. 1
ORCA calculation (wB97M-V/def2-TZVPD) on a single C16H25NO4Si molecule.

```
! wB97M-V def2-TZVPD RIJCOSX def2/J DEFGRID3
* xyz 0 1
C 2.1404 0.9378 -2.3248
C 1.4435 0.4647 -1.1405
N 1.0128 -0.8517 -1.1875
O 1.2274 -1.5325 -2.1939
O 0.3909 -1.3461 0.0190
C -0.5424 -0.3400 0.4760
O -1.4501 -0.0779 -0.5847
Si -2.0864 -1.2008 -1.6677
C -1.6451 -2.9590 -1.5489
C -3.9011 -1.3557 -1.4734
C -1.8656 -0.4985 -3.3735
C -1.4615 -0.9355 1.6378
C -1.8173 -0.0283 2.8022
C -0.8081 1.0018 3.2490
C 0.4923 0.9746 2.4107
C 0.1229 1.0118 0.9349
C 1.3429 1.3926 0.0677
C 2.6728 1.4515 0.6829
C 3.5594 0.4367 0.8751
C 4.6075 0.9650 1.5619
O 4.4371 2.3137 1.8144
C 3.2691 2.5634 1.2198
H 3.1595 1.2030 -2.1397
H 1.7287 1.8962 -2.5624
H 2.0838 0.3105 -3.1988
H -1.7607 -3.4442 -0.5696
H -0.5732 -3.0087 -1.8782
H -2.2857 -3.3755 -2.3335
H -4.5266 -0.4819 -1.4172
H -4.2672 -1.8605 -2.3805
H -4.0682 -1.9696 -0.6121
H -1.2735 0.4230 -3.2723
H -1.2772 -1.0429 -4.1230
H -2.8134 -0.1932 -3.8274
H -0.7772 -1.7307 2.0294
H -2.3279 -1.4167 1.0901
H -2.7612 0.5555 2.5462
H -2.1150 -0.6524 3.6839
H -0.7062 0.9673 4.3161
H -1.1573 2.0368 3.1445
H 1.0637 0.0630 2.5784
H 1.1458 1.8400 2.6972
H -0.6337 1.7128 0.6761
H 1.2103 2.3850 -0.4074
H 3.4386 -0.6388 0.7080
H 5.5851 0.5020 1.7960
H 2.7671 3.5326 1.1996
*
```

Frontier orbital gap ... 8.84 eV
SMILES ... CC1=[N+]([O-])O[C@@]2(O[Si](C)(C)C)CCCC[C@H]2[C@H]1c1ccoc1
Energy above the lowest of the compared OMol25 structures with the same formula, charge and spin ... 3.043 eV

***

No. 2
ORCA calculation (wB97M-V/def2-TZVPD) on a molecular structure, C16H26BrMnNO5.

```
! wB97M-V def2-TZVPD RIJCOSX def2/J DEFGRID3
* xyz 2 6
Mn 1.0272 0.4817 0.5207
C -0.1420 -1.7876 2.5546
C 1.2530 -1.4889 3.0249
O 1.5430 -0.1436 2.6142
C 2.5013 0.5725 3.4078
C 3.3302 1.3813 2.4457
O 2.4715 1.9524 1.4471
C 1.9702 3.2826 1.6824
C 0.4788 3.2102 1.8141
O 0.0504 2.4969 0.6439
C -1.3490 2.5745 0.3380
C -1.4914 1.9022 -0.9960
O -0.7933 0.6524 -0.8970
C -1.4478 -0.5153 -1.4619
C -0.8680 -2.1531 0.2567
O -0.2635 -1.2577 1.2263
H -0.8924 -1.3192 3.1906
H -0.3042 -2.8665 2.5528
H 1.9831 -2.1604 2.5715
H 1.3076 -1.5774 4.1096
H 3.1480 -0.1219 3.9452
H 1.9674 1.1908 4.1310
H 4.0423 0.7512 1.9155
H 3.8814 2.1629 2.9679
H 2.2410 3.8828 0.8161
H 2.4244 3.7158 2.5728
H 0.0519 4.2136 1.8304
H 0.1603 2.6696 2.7088
H -1.6608 3.6177 0.2792
H -1.9256 2.0645 1.1142
H -1.0364 2.4990 -1.7852
H -2.5451 1.7439 -1.2295
H -0.5730 0.0383 -3.3126
H -2.4397 -0.5993 -1.0085
H -0.4024 -3.1344 0.3370
H -1.9341 -2.2264 0.4705
C -2.9466 -1.9247 -4.4951
C -1.6864 -1.7483 -3.7026
C -0.7021 -2.6535 -3.7148
C 0.5451 -2.4186 -2.9831
C 0.4776 -1.9096 -1.7616
Br 2.1576 -1.2519 -0.9558
N -0.6713 -1.6298 -1.0454
C -1.5108 -0.4189 -2.9827
H -2.9987 -2.9067 -4.9599
H -3.0080 -1.1665 -5.2809
H -3.8272 -1.7921 -3.8609
H -0.7775 -3.5386 -4.3356
H 1.5013 -2.6051 -3.4578
H -2.3172 0.2590 -3.2623
*
```

<S²> ... 8.7527
Frontier orbital gap (alpha / beta) ... 9.25 / 8.71 eV
Energy above the lowest of the compared OMol25 structures with the same formula, charge and spin ... 1.513 eV

***

No. 3
ORCA calculation (wB97M-V/def2-TZVPD) on a molecular structure, C16H26Cl3IrN5O5PS.

```
! wB97M-V def2-TZVPD RIJCOSX def2/J DEFGRID3
* xyz 1 6
Ir 0.0901 -0.3382 -0.6363
C -1.0530 -3.9723 2.1574
N -1.1702 -2.6868 2.9208
C -1.6085 -2.9038 4.3145
P -0.7700 -1.2431 2.1894
O -0.6207 -1.7998 0.7535
N -1.9449 -0.1282 2.2999
C -1.6819 1.3221 1.9143
C -3.3502 -0.4875 2.1325
N 0.5168 -0.5107 2.9659
C 1.6301 -1.4298 3.1639
C 0.3539 0.4385 4.0708
H -2.0605 -4.2461 1.8065
H -0.5488 -4.6182 2.8455
H -0.4380 -3.8023 1.3048
H -2.4972 -3.5629 4.3617
H -1.8836 -1.9689 4.8014
H -0.7991 -3.4163 4.8396
H -0.6439 1.5070 1.7609
H -2.1061 1.8948 2.7650
H -2.2341 1.4997 0.9910
H -3.5631 -1.3790 2.7344
H -3.6502 -0.6970 1.1074
H -3.9804 0.2924 2.5469
H 1.4482 -2.3449 2.5746
H 1.7441 -1.6546 4.2354
H 2.5288 -0.8888 2.7536
H 1.3197 0.8296 4.3441
H -0.1084 0.0125 4.9207
H -0.2464 1.2915 3.8263
Cl 3.8950 -3.5544 -1.1663
C 3.6590 -2.0556 -0.5918
Cl 4.5950 -0.8705 -1.5815
Cl 4.4354 -2.0133 1.0733
C 2.3396 -1.3525 -0.4672
O 2.0815 -0.3459 0.2539
O 1.4876 -1.8461 -1.3022
S -3.0308 0.5137 -1.6293
C -1.5890 0.1400 -1.1748
O -0.4658 1.5871 -7.4375
C -0.0351 1.7113 -6.1264
N -0.8677 2.6692 -5.5231
C -0.5510 3.5512 -4.4351
O -1.0616 4.6715 -4.4800
C 0.2900 2.9440 -3.3560
C 1.2028 3.7972 -2.6940
C 2.1349 3.2788 -1.7753
C 1.9020 1.9699 -1.4038
N 0.9132 1.1275 -1.8685
C 0.2110 1.5681 -2.9992
H -0.1919 0.6979 -7.7568
H 1.0471 2.0955 -6.0544
H -0.0665 0.7234 -5.6242
H -1.4947 3.1046 -6.2080
H 1.1278 4.8393 -2.9020
H 2.9190 3.7803 -1.3041
H 2.6536 1.5432 -0.6572
H -0.2131 0.7156 -3.5750
*
```

<S²> ... 8.8186
Frontier orbital gap (alpha / beta) ... 5.25 / 5.49 eV

***

No. 4
ORCA calculation (wB97M-V/def2-TZVPD) on a molecular structure, C16H26Cl5OPtSbSi.

```
! wB97M-V def2-TZVPD RIJCOSX def2/J DEFGRID3
* xyz 0 3
Pt 0.4098 -0.8832 -0.7206
Cl -1.9036 -6.0227 3.6971
C -1.5463 -4.9732 2.3931
C -0.7891 -3.8268 2.6748
Cl -0.0486 -3.5756 4.1959
C -0.7774 -2.7375 1.7994
Cl 0.0975 -1.3439 2.2893
C -1.3116 -2.8571 0.4893
O -1.3318 -1.8838 -0.3914
C -1.8616 -4.0840 0.1812
Cl -2.4885 -4.3122 -1.3916
C -2.1004 -5.1124 1.1487
Cl -3.0092 -6.4682 0.7181
C 2.3670 1.5317 0.8339
Si 3.1678 0.3066 -0.3770
C 4.1548 -0.9893 0.4984
C 4.3659 1.4516 -1.3547
C 2.1906 -0.6754 -1.7921
H 3.1988 1.9621 1.3880
H 1.5596 1.1818 1.4762
H 1.9815 2.3827 0.2208
H 4.6476 -0.4826 1.3114
H 4.8531 -1.5162 -0.0855
H 3.4522 -1.6469 0.9439
H 5.3601 1.6301 -0.9963
H 3.9084 2.4594 -1.5025
H 4.5035 1.1240 -2.4196
H 2.6326 -1.6553 -1.8543
H 2.1930 -0.1603 -2.7725
C 0.6555 3.0917 -2.4156
C -0.5848 3.0793 -1.5134
Sb -1.1971 1.1600 -0.8019
C -1.9591 1.5660 1.0902
C -1.0555 2.2468 2.1474
C -3.2093 0.8714 -1.6837
C -4.1404 0.1922 -0.6382
H 0.9032 4.1763 -2.6567
H 0.5202 2.5692 -3.3775
H 1.4914 2.5963 -1.9646
H -1.4363 3.4965 -2.0709
H -0.4846 3.7280 -0.6518
H -2.5027 0.6586 1.4723
H -2.6979 2.3537 0.8001
H -0.3818 1.5436 2.6491
H -1.5949 2.7159 2.9316
H -0.4686 3.0814 1.7451
H -3.0691 0.1865 -2.4976
H -3.5415 1.8717 -2.0467
H -3.6512 -0.7212 -0.2803
H -5.0932 -0.0913 -1.0865
H -4.3781 0.8040 0.2481
*
```

<S²> ... 2.0097
Frontier orbital gap (alpha / beta) ... 7.61 / 6.97 eV
Energy above the lowest of the compared OMol25 structures with the same formula, charge and spin ... 0.191 eV

***

No. 5
ORCA calculation (wB97M-V/def2-TZVPD) on 6 unconnected molecules or ions with the total composition C16H26F3NO21PS6.

```
! wB97M-V def2-TZVPD RIJCOSX def2/J DEFGRID3
* xyz 1 1
O 0.8961 0.7543 2.1768
P 2.1060 0.7318 1.3131
S 1.4894 0.3508 -0.7574
C 2.9896 0.0451 -1.7081
C 4.1401 0.9854 -1.7735
C 5.2709 0.5369 -2.5571
N 5.4571 -0.6127 -3.2435
C 4.4104 -1.4767 -3.2333
C 3.2052 -1.1738 -2.4875
C 0.6412 1.9178 -1.2693
F 1.5495 2.9267 -1.3138
F -0.0779 1.8039 -2.3941
F -0.2184 2.2297 -0.2473
H 3.1164 -0.1838 1.7233
H 2.6433 2.0643 1.3324
H 4.1129 1.9691 -1.2446
H 6.1259 1.2598 -2.6004
H 4.4989 -2.4330 -3.8031
H 2.3787 -1.9272 -2.5083
C 2.3612 -5.0216 3.0658
C 1.4896 -3.8517 3.4816
O 2.0611 -2.7185 2.8170
S 2.6889 -3.1999 1.4120
O 1.7364 -2.9191 0.3803
O 4.0369 -2.7409 1.3485
O 2.6862 -4.7773 1.6888
H 3.2933 -5.0461 3.6357
H 1.8481 -5.9753 3.1721
H 1.4781 -3.7012 4.5590
H 0.4652 -3.9736 3.1215
C -0.7354 2.9258 -5.5539
C -1.6081 4.1097 -5.1793
O -1.0242 5.2223 -5.8557
S -0.3726 4.7166 -7.2473
O -1.2989 4.9633 -8.2937
O 0.9769 5.1566 -7.2953
O -0.3895 3.1312 -6.9210
H 0.1880 2.9133 -4.9671
H -1.2545 1.9757 -5.4325
H -1.6356 4.2843 -4.1049
H -2.6278 3.9828 -5.5520
C 7.1975 -6.3936 -0.2773
C 7.4533 -5.1753 0.5881
O 6.1864 -4.8751 1.1824
S 5.3700 -6.2485 1.4122
O 5.5514 -6.6596 2.7626
O 4.0799 -6.1090 0.8269
O 6.2786 -7.1939 0.4688
H 6.7204 -6.1167 -1.2210
H 8.1089 -6.9521 -0.4836
H 7.8195 -4.3262 0.0143
H 8.1586 -5.4016 1.3916
C -2.8133 3.9077 0.8582
C -2.8832 3.1317 2.1600
O -4.1280 3.5136 2.7464
S -5.1975 3.8159 1.5740
O -5.9988 2.6510 1.3873
O -5.7538 5.1019 1.7938
O -4.1475 3.9061 0.3489
H -2.5156 4.9451 1.0311
H -2.1339 3.4517 0.1429
H -2.0558 3.3630 2.8282
H -2.9113 2.0539 1.9774
C -8.2453 1.0945 3.1028
C -8.8463 2.4840 3.1522
O -10.2454 2.2769 3.3564
S -10.4577 0.9438 4.2441
O -10.6346 1.3298 5.6010
O -11.3695 0.0926 3.5641
O -8.9655 0.3426 4.0831
H -8.4070 0.6292 2.1273
H -7.1812 1.0971 3.3298
H -8.6701 3.0448 2.2370
H -8.4618 3.0500 4.0052
*
```

Frontier orbital gap ... 6.85 eV